A structure of composition C41H36IrN5S3Sb, computed with wB97M-V/def2-TZVPD.

Summary:
DFT total energy	-92430.1567	eV
lowest unoccupied orbital energy	-3.7	eV
Kohn-Sham gap	6.35	eV
energy relative to the best compared isomer or geometry (same formula, charge and spin)	0.0	kcal/mol

```
! RIJCOSX wB97M-V def2-TZVPD def2/J DEFGRID3
* xyz 1 1
Ir -0.040 2.463 1.149
C 0.106 3.837 -4.012
C 0.711 5.044 -3.311
N 1.431 4.672 -2.097
C 0.815 4.365 -0.958
S 1.756 3.855 0.442
N -0.497 4.466 -0.856
N -0.799 4.137 0.449
C -1.428 4.941 1.234
C -2.050 6.215 0.786
C -1.338 4.547 2.639
C -1.897 5.254 3.690
C -1.630 4.847 4.986
C -0.816 3.745 5.195
C -0.307 3.070 4.102
N -0.556 3.467 2.853
H -0.420 4.149 -4.915
H -0.607 3.336 -3.356
H 0.882 3.124 -4.296
H -0.064 5.758 -3.035
H 1.420 5.557 -3.960
H 2.418 4.482 -2.144
H -1.855 6.374 -0.269
H -1.651 7.052 1.360
H -3.130 6.180 0.946
H -2.525 6.111 3.490
H -2.052 5.384 5.824
H -0.581 3.397 6.190
H 0.303 2.184 4.210
S -0.414 0.144 -2.773
C 1.256 0.509 -2.539
C 2.316 0.235 -3.401
C 3.595 0.436 -2.932
C 3.807 0.856 -1.611
C 2.755 1.153 -0.773
C 1.453 1.037 -1.264
N 0.251 1.320 -0.594
C -0.782 0.846 -1.247
C -2.153 0.741 -0.747
C -3.208 0.717 -1.664
C -4.497 0.431 -1.261
C -4.741 0.144 0.076
C -3.711 0.181 0.998
C -2.408 0.497 0.612
H 2.134 -0.160 -4.391
H 4.442 0.224 -3.570
H 4.819 0.943 -1.237
H 2.935 1.459 0.244
H -3.007 0.933 -2.707
H -5.303 0.427 -1.982
H -5.743 -0.096 0.407
H -3.906 -0.023 2.042
S -1.234 0.661 1.937
Sb 1.167 -2.555 0.773
C 1.046 -3.168 -1.275
C -0.017 -3.891 -1.811
C -0.019 -4.251 -3.153
C 1.047 -3.904 -3.972
C 2.118 -3.195 -3.445
C 2.111 -2.827 -2.107
C -0.692 -3.416 1.396
C -1.874 -2.944 0.831
C -3.103 -3.461 1.213
C -3.165 -4.456 2.180
C -1.994 -4.934 2.749
C -0.764 -4.421 2.355
C 2.394 -4.168 1.446
C 2.968 -4.079 2.713
C 3.749 -5.113 3.211
C 3.975 -6.243 2.438
C 3.416 -6.336 1.171
C 2.628 -5.305 0.678
H -0.851 -4.180 -1.183
H -0.851 -4.814 -3.557
H 1.046 -4.193 -5.015
H 2.962 -2.939 -4.074
H 2.954 -2.274 -1.706
H -1.841 -2.183 0.059
H -4.012 -3.094 0.751
H -4.121 -4.864 2.481
H -2.035 -5.716 3.496
H 0.143 -4.818 2.798
H 2.808 -3.197 3.324
H 4.185 -5.035 4.199
H 4.587 -7.049 2.822
H 3.593 -7.216 0.565
H 2.192 -5.394 -0.310
*
```